52
Properties=species:S:1:pos:R:3:forces:R:3:lowdin_spin:R:1 method="wB97M-V/def2-TZVPD" orbital_gap_ha="0.2710 / 0.2678" multiplicity=3 e_homo_ev="-7.706 / -7.710" max_force_ha_per_bohr=0.0027 total_energy_ha=-4101.00965 charge=0 lumo_energy_ev="-0.332 / -0.422" e_above_lowest_ev=0.000
Ni -1.119265 -1.487750 -0.166973 -0.090 0.097 0.034 1.695
C -1.971229 -2.199685 3.987519 -0.001 -0.004 -0.005 0.002
C -1.962967 -1.951008 2.515735 0.012 -0.014 0.014 0.006
N -0.923220 -2.027963 1.770320 0.019 -0.012 -0.022 0.051
N 0.280439 -2.371942 2.275740 0.006 0.007 -0.004 0.003
C 1.166888 -2.584300 1.319464 -0.028 -0.062 0.009 0.011
N 2.401294 -2.935118 1.735050 0.015 0.030 -0.009 0.008
S 0.911975 -2.527967 -0.401719 0.027 0.022 -0.004 0.063
C -3.206885 -1.608976 1.788699 -0.024 0.002 -0.004 0.003
C -4.428910 -1.444971 2.426140 0.005 0.005 0.002 0.001
C -5.546706 -1.134858 1.667365 -0.004 0.000 -0.002 -0.001
C -5.421790 -0.994147 0.296073 -0.001 -0.002 0.003 0.002
C -4.168831 -1.170669 -0.269560 -0.002 0.004 -0.007 0.003
N -3.100746 -1.475390 0.455233 0.026 -0.020 0.016 0.037
H -0.965628 -2.441918 4.316593 -0.001 -0.001 0.002 0.000
H -2.639113 -3.026529 4.238494 -0.003 0.002 -0.001 0.000
H -2.318751 -1.314562 4.524531 0.002 0.001 0.002 0.000
H 2.613562 -2.844187 2.714200 -0.003 -0.005 0.002 0.001
H 3.147727 -2.942388 1.063292 0.003 0.003 0.003 0.001
H -4.500528 -1.554070 3.498498 0.000 0.000 0.000 0.000
H -6.507552 -1.001781 2.147002 0.000 0.000 0.001 0.000
H -6.269371 -0.751128 -0.328101 0.000 0.000 -0.001 0.000
H -3.997740 -1.061883 -1.333693 0.004 0.001 0.001 0.000
Cl 2.139731 0.911552 1.070392 0.000 -0.005 -0.005 0.000
C 3.107091 0.244933 -0.197651 -0.004 -0.004 0.012 0.001
C 4.278845 -0.408503 0.143659 0.001 -0.004 0.003 0.000
C 5.014620 -1.071466 -0.825248 -0.007 0.002 -0.004 0.000
C 4.574708 -1.072683 -2.138458 0.006 -0.001 0.002 0.000
C 3.428693 -0.375344 -2.471293 0.004 -0.001 0.001 0.000
Cl 2.902894 -0.381095 -4.129073 -0.004 0.000 0.001 0.000
C 2.664570 0.315552 -1.524590 0.012 0.008 -0.014 0.000
N 1.487701 0.960229 -1.884756 -0.007 -0.011 -0.005 0.000
C 1.219733 2.315491 -1.613669 0.014 -0.002 0.002 0.000
C 2.224989 3.193462 -1.223888 0.005 0.002 0.003 0.000
C 1.930361 4.517804 -0.944335 -0.007 0.001 0.000 0.000
C 0.631143 4.983561 -1.066510 0.002 -0.002 0.000 0.000
C -0.366291 4.107561 -1.469337 0.003 -0.002 -0.003 0.000
C -0.096105 2.774690 -1.743503 -0.020 0.019 0.009 0.001
C -1.191934 1.842411 -2.187340 0.026 0.002 0.002 0.003
C -1.259042 0.556312 -1.389900 0.009 -0.016 -0.018 0.004
O -1.455464 -0.540837 -1.994367 0.016 -0.018 0.012 0.044
O -1.122942 0.573887 -0.139293 0.008 -0.016 -0.010 0.058
H 4.588098 -0.412773 1.180124 -0.005 0.000 -0.001 0.000
H 5.924369 -1.591419 -0.557230 0.002 0.000 -0.001 0.000
H 5.120054 -1.594510 -2.911964 -0.002 0.000 -0.002 0.000
H 1.055349 0.590429 -2.718271 0.002 -0.001 -0.002 0.000
H 3.242440 2.833648 -1.137050 -0.002 0.002 -0.002 0.000
H 2.723790 5.186045 -0.635290 0.000 0.001 0.000 0.000
H 0.393851 6.016401 -0.849351 0.000 0.001 0.001 0.000
H -1.386660 4.461127 -1.562837 -0.001 0.000 0.000 0.000
H -1.092636 1.570243 -3.240961 -0.003 -0.001 0.000 0.001
H -2.154630 2.346467 -2.077910 -0.007 -0.007 -0.012 0.000

8
Properties=species:S:1:pos:R:3:forces:R:3:lowdin_charge:R:1 method="wB97M-V/def2-TZVPD" orbital_gap_ha=0.3888 e_homo_ev=-9.973 max_force_ha_per_bohr=0.0495 total_energy_ha=-1376.85099 charge=0 lumo_energy_ev=0.608 smiles=POC(Cl)Cl e_above_lowest_ev=3.025
C 1.027932 0.074345 -0.196101 2.320 -0.784 0.699 -1.279
O 0.141013 -0.010239 0.798328 -0.849 0.006 -0.484 -0.562
P -1.448098 -0.636125 0.501604 0.835 -0.374 0.742 0.839
Cl 1.086007 -1.454065 -1.140612 -0.271 -0.003 -0.599 0.540
Cl 0.886388 1.518869 -1.192084 -0.366 0.168 -0.452 0.593
H 2.065841 0.090927 0.209226 -0.943 0.312 -0.046 0.070
H -1.977032 0.182921 -0.507761 0.244 0.522 -0.252 -0.110
H -1.782051 0.233366 1.527400 -0.969 0.154 0.392 -0.093

6
Properties=species:S:1:pos:R:3:forces:R:3:lowdin_charge:R:1 method="wB97M-V/def2-TZVPD" orbital_gap_ha="0.3715 / 0.3714" e_homo_ev="-10.111 / -10.109" max_force_ha_per_bohr=0.0311 total_energy_ha=-278.08924 charge=0 lumo_energy_ev="-0.003 / -0.003" e_above_lowest_ev=4.580
O -1.176959 1.028797 -0.938446 0.189 -0.010 0.072 -0.062
N -0.024929 1.044295 -0.518272 0.134 -0.403 0.051 -0.141
C 0.744700 0.133002 -0.227258 -0.065 0.560 -0.029 -0.038
N -0.192323 -1.306278 -0.552222 -1.499 0.140 -0.543 0.013
N -1.242818 -1.110728 -0.936519 1.391 -0.276 0.505 0.136
H 1.746790 0.010870 0.140460 -0.152 -0.010 -0.056 0.092